This record from the OMol25 dataset describes a 5-piece molecular cluster, C21H52O15S3 overall at a distorted geometry. The level of theory is wB97M-V/def2-TZVPD.

ORCA input file:
```
! RIJCOSX wB97M-V def2-TZVPD def2/J DEFGRID3
* xyz 0 1
O 0.811 6.816 -4.899
S 0.807 6.790 -6.354
O 0.780 5.483 -7.085
O -0.361 7.769 -6.977
C -1.689 7.338 -7.048
C -2.407 8.407 -6.211
C 2.342 7.757 -6.819
H -1.834 6.320 -6.685
H -2.145 7.259 -8.034
H -3.484 8.443 -6.372
H -2.099 9.431 -6.420
H -2.164 8.179 -5.173
H 3.098 7.069 -7.199
H 2.644 8.343 -5.951
H 2.045 8.345 -7.688
O -6.411 -7.446 5.387
S -5.572 -6.552 4.622
O -5.928 -6.000 3.354
O -5.212 -5.270 5.755
C -4.333 -4.188 5.394
C -3.016 -4.377 6.188
C -3.868 -7.265 4.654
H -4.695 -3.181 5.604
H -3.952 -4.100 4.376
H -2.505 -5.275 5.841
H -3.217 -4.471 7.255
H -2.437 -3.473 5.999
H -4.019 -8.224 4.159
H -3.559 -7.377 5.693
H -3.203 -6.581 4.128
O 1.135 2.176 4.064
S 0.344 2.596 2.897
O -0.483 1.555 2.248
O -0.508 4.000 3.224
C -1.897 4.077 2.996
C -2.122 4.538 1.532
C 1.492 3.405 1.708
H -2.365 4.699 3.759
H -2.346 3.087 2.915
H -3.129 4.401 1.137
H -1.663 3.958 0.731
H -1.894 5.599 1.428
H 2.470 3.473 2.183
H 1.186 4.380 1.328
H 1.744 2.840 0.810
C 10.075 -7.011 0.615
O 10.684 -5.781 1.041
C 10.827 -5.305 2.421
C 9.535 -5.653 3.226
O 8.359 -5.094 2.587
C 7.812 -3.910 3.166
C 8.643 -2.577 3.021
O 9.483 -2.458 4.110
C 10.439 -1.429 4.034
H 9.009 -6.850 0.453
H 10.118 -7.762 1.403
H 10.481 -7.433 -0.304
H 11.285 -4.316 2.388
H 11.640 -5.878 2.867
H 9.538 -5.384 4.282
H 9.271 -6.708 3.155
H 7.327 -4.064 4.129
H 6.900 -3.858 2.572
H 7.996 -1.702 2.957
H 9.038 -2.561 2.005
H 10.071 -0.406 4.119
H 10.942 -1.347 3.071
H 11.317 -1.445 4.680
C -8.443 3.552 -3.630
O -8.104 2.701 -2.600
C -8.581 1.309 -2.889
C -7.952 0.226 -2.021
O -6.714 0.163 -2.580
C -5.719 -0.645 -2.040
C -4.401 -0.448 -2.911
O -4.696 -0.887 -4.273
C -3.549 -0.755 -5.147
H -9.508 3.449 -3.837
H -8.002 3.216 -4.569
H -8.142 4.589 -3.483
H -8.394 0.962 -3.905
H -9.653 1.350 -2.694
H -8.594 -0.645 -1.887
H -7.778 0.594 -1.009
H -5.995 -1.699 -2.007
H -5.559 -0.332 -1.008
H -3.590 -1.094 -2.574
H -4.066 0.587 -2.860
H -3.433 0.288 -5.440
H -3.718 -1.118 -6.161
H -2.575 -1.187 -4.921
*
```

Computed properties:
Energy, hartree: -3154.13283
Kohn-Sham gap, eV: 9.7
Structure (SMILES): CCOS(C)(=O)=O.CCOS(C)(=O)=O.CCOS(C)(=O)=O.COCCOCCOC.COCCOCCOC
ΔE to the lowest compared entry with this formula, charge and spin, eV: 1.883
Maximum force, eV/A: 3.848
LUMO level, eV: 0.394

---

This record from the OMol25 dataset describes C21H53BN5O9S2 as an isolated structure at a distorted geometry. The level of theory is wB97M-V/def2-TZVPD.

ORCA input file:
```
! RIJCOSX wB97M-V def2-TZVPD def2/J DEFGRID3
* xyz -1 1
C 1.517 5.054 -2.751
C 1.164 3.930 -2.536
C 0.979 2.503 -2.202
S 0.914 2.201 -0.393
O 0.900 3.412 0.398
O -0.342 1.491 -0.157
N 2.163 1.234 0.152
S 3.629 1.703 -0.444
O 3.686 3.075 -0.936
O 4.579 1.588 0.672
B 4.193 0.415 -1.686
O 4.676 -0.758 -1.135
C 4.139 0.528 -3.270
C 4.231 1.972 -3.853
H 1.696 6.047 -3.112
H 0.061 2.142 -2.698
H 1.786 1.866 -2.599
H 5.294 -0.497 -0.430
H 5.028 -0.017 -3.641
H 3.240 -0.026 -3.606
H 3.482 2.674 -3.470
H 4.046 1.895 -4.945
H 5.260 2.350 -3.754
C -3.557 -2.011 -2.852
C -3.270 -0.562 -2.465
C -3.035 0.364 -3.673
O -1.765 0.228 -4.289
C -1.651 -0.859 -5.186
N -2.143 -0.534 -1.533
H -2.654 -2.551 -3.136
H -3.991 -2.546 -2.005
H -4.268 -2.067 -3.681
H -4.154 -0.186 -1.940
H -3.072 1.396 -3.313
H -3.837 0.262 -4.419
H -2.585 -1.045 -5.724
H -1.332 -1.761 -4.659
H -0.875 -0.612 -5.912
H -2.015 0.417 -1.191
H -1.297 -0.709 -2.069
C 1.449 -2.889 3.333
C 1.770 -1.899 2.215
C 1.011 -2.176 0.905
O 1.518 -3.273 0.151
C 1.092 -4.543 0.595
N 3.213 -1.876 2.000
H 1.952 -3.848 3.201
H 1.779 -2.491 4.296
H 0.374 -3.073 3.401
H 1.462 -0.909 2.563
H 1.129 -1.297 0.268
H -0.066 -2.293 1.081
H 0.068 -4.519 0.981
H 1.772 -4.936 1.355
H 1.125 -5.225 -0.258
H 3.414 -1.139 1.331
H 3.459 -2.731 1.504
C 0.884 -4.364 9.311
C 1.120 -5.463 8.279
C 1.125 -4.958 6.827
O -0.159 -4.670 6.298
C -0.680 -3.406 6.674
N 0.127 -6.524 8.482
H -0.163 -4.068 9.371
H 1.172 -4.712 10.304
H 1.479 -3.476 9.084
H 2.110 -5.884 8.476
H 1.526 -5.757 6.196
H 1.796 -4.099 6.703
H 0.103 -2.648 6.761
H -1.238 -3.483 7.610
H -1.381 -3.087 5.903
H 0.349 -7.303 7.867
H -0.762 -6.179 8.124
C -4.642 6.513 -3.186
C -4.133 5.196 -3.764
C -2.940 4.602 -2.995
O -1.703 5.242 -3.241
C -1.491 6.435 -2.510
N -3.821 5.389 -5.184
H -4.004 7.356 -3.451
H -5.637 6.735 -3.575
H -4.713 6.465 -2.097
H -4.953 4.474 -3.691
H -2.804 3.571 -3.335
H -3.141 4.553 -1.917
H -1.936 6.391 -1.513
H -1.880 7.295 -3.063
H -0.418 6.574 -2.401
H -3.585 4.489 -5.593
H -2.950 5.913 -5.233
*
```

Computed properties:
Energy, hartree: -2604.02158
Kohn-Sham gap, eV: 8.4
Maximum force, eV/A: 3.648
LUMO level, eV: 2.435

---

This record from the OMol25 dataset describes a 3-piece molecular cluster, C21H53N8O3P2 overall at a distorted geometry. The level of theory is wB97M-V/def2-TZVPD.

ORCA input file:
```
! RIJCOSX wB97M-V def2-TZVPD def2/J DEFGRID3
* xyz 1 1
C -1.591 2.397 4.407
C -1.851 1.255 4.227
N -1.996 -0.117 3.926
C -1.512 -0.257 2.483
C -0.878 -1.584 2.102
C -0.553 -1.528 0.598
O 0.372 -2.519 0.224
C -3.497 -0.401 4.092
C -3.788 -1.850 4.457
N -3.051 -2.262 5.656
C -1.642 -2.267 5.270
C -1.157 -0.853 4.966
H -1.245 3.300 4.859
H -0.790 0.528 2.273
H -2.359 -0.078 1.823
H -1.540 -2.439 2.245
H 0.065 -1.734 2.631
H -0.174 -0.541 0.329
H -1.493 -1.676 0.051
H 0.253 -3.301 0.772
H -3.810 0.217 4.931
H -4.047 -0.096 3.206
H -4.849 -1.959 4.681
H -3.527 -2.537 3.653
H -3.159 -1.553 6.376
H -1.532 -2.925 4.411
H -1.020 -2.639 6.085
H -1.274 -0.275 5.883
H -0.096 -0.789 4.731
O 2.017 3.559 3.235
P 2.680 4.280 2.110
N 1.956 5.818 2.203
C 1.489 6.691 1.147
C 2.371 6.572 3.378
N 2.053 3.308 0.771
C 0.943 3.759 -0.054
C 1.822 1.920 1.144
N 4.115 4.725 1.273
C 4.141 4.929 -0.159
C 5.263 3.891 1.679
H 2.284 7.323 0.726
H 0.720 7.357 1.547
H 1.010 6.154 0.337
H 3.365 7.021 3.246
H 2.403 5.926 4.258
H 1.657 7.368 3.593
H 0.062 4.047 0.539
H 0.650 2.963 -0.741
H 1.227 4.589 -0.699
H 0.859 1.786 1.665
H 2.606 1.545 1.800
H 1.814 1.298 0.245
H 4.037 3.997 -0.725
H 5.104 5.378 -0.408
H 3.384 5.636 -0.496
H 5.181 2.865 1.294
H 5.328 3.841 2.769
H 6.198 4.323 1.323
O -1.509 -1.451 -4.284
P -0.836 -2.768 -4.476
N -0.356 -2.688 -6.107
C -0.389 -3.705 -7.134
C 0.706 -1.722 -6.342
N -2.224 -3.821 -4.216
C -2.944 -4.432 -5.325
C -3.195 -3.254 -3.283
N 0.301 -3.945 -3.931
C 0.132 -5.362 -4.148
C 0.682 -3.687 -2.532
H 0.497 -4.358 -7.125
H -0.430 -3.224 -8.114
H -1.276 -4.326 -7.082
H 1.690 -2.117 -6.048
H 0.523 -0.806 -5.779
H 0.745 -1.446 -7.396
H -3.267 -3.701 -6.078
H -3.829 -4.947 -4.946
H -2.356 -5.211 -5.809
H -3.864 -2.530 -3.764
H -2.700 -2.747 -2.456
H -3.808 -4.058 -2.867
H -0.677 -5.792 -3.545
H 1.067 -5.853 -3.870
H -0.037 -5.610 -5.194
H -0.140 -3.925 -1.845
H 0.939 -2.635 -2.399
H 1.560 -4.269 -2.248
*
```

Computed properties:
Energy, hartree: -2177.99019
Kohn-Sham gap, eV: 7.6
Maximum force, eV/A: 6.183
LUMO level, eV: -2.247

---

This record from the OMol25 dataset describes a 6-piece molecular cluster, C21H53NO6 overall at a distorted geometry. The level of theory is wB97M-V/def2-TZVPD.

ORCA input file:
```
! RIJCOSX wB97M-V def2-TZVPD def2/J DEFGRID3
* xyz 0 1
C 3.954 0.198 0.468
C 3.202 -0.611 -0.617
C 2.936 0.197 -1.890
C 4.170 0.496 -2.748
C 4.922 -0.789 -3.028
C 5.136 -1.700 -1.784
N 3.914 -1.808 -1.013
O 3.973 -2.783 -0.007
C 5.504 -3.077 -2.353
C 6.383 -1.187 -1.012
C 1.790 -0.964 -0.107
H 4.590 0.967 0.039
H 4.484 -0.508 1.109
H 3.243 0.660 1.161
H 2.293 -0.421 -2.523
H 2.455 1.161 -1.723
H 4.801 1.325 -2.426
H 3.816 0.760 -3.753
H 5.942 -0.668 -3.411
H 4.498 -1.400 -3.830
H 6.165 -3.022 -3.214
H 5.986 -3.722 -1.605
H 4.634 -3.714 -2.541
H 6.578 -1.812 -0.141
H 7.248 -1.334 -1.664
H 6.297 -0.128 -0.785
H 1.160 -0.073 -0.106
H 1.830 -1.274 0.941
H 1.321 -1.720 -0.737
H 3.139 -3.253 -0.119
O -3.941 1.595 1.960
H -4.518 2.108 1.384
H -3.357 1.108 1.358
C -0.036 1.954 6.987
C -0.027 0.931 5.861
C 0.712 1.548 4.672
O 0.744 -0.207 6.324
H -0.281 2.973 6.695
H 0.934 2.000 7.490
H -0.705 1.629 7.796
H -0.991 0.522 5.560
H 1.776 1.725 4.776
H 0.154 2.433 4.352
H 0.552 0.883 3.812
H 0.757 -0.186 7.283
C -8.245 -1.020 -3.288
C -6.890 -0.366 -3.019
C -6.556 -0.231 -1.542
O -5.896 -1.169 -3.674
H -9.017 -0.408 -2.823
H -8.310 -1.992 -2.794
H -8.328 -1.151 -4.363
H -6.895 0.609 -3.523
H -5.707 0.375 -1.235
H -6.566 -1.230 -1.092
H -7.404 0.178 -0.971
H -5.061 -0.701 -3.557
C 0.728 3.262 -1.574
C -0.503 2.464 -1.179
C -1.186 3.088 0.063
O -1.495 2.407 -2.207
H 1.166 2.915 -2.513
H 1.460 3.163 -0.771
H 0.489 4.317 -1.716
H -0.205 1.447 -0.896
H -1.247 4.139 -0.214
H -0.566 2.809 0.910
H -2.163 2.625 0.152
H -1.117 1.983 -2.986
C -2.043 -1.455 1.975
C -1.980 -1.416 0.469
C -3.124 -2.208 -0.158
O -2.167 -0.049 0.082
H -1.331 -0.728 2.378
H -1.866 -2.420 2.448
H -3.004 -1.124 2.384
H -0.991 -1.817 0.231
H -4.103 -1.748 -0.033
H -3.111 -3.236 0.210
H -3.032 -2.246 -1.250
H -1.868 0.122 -0.817
*
```

Computed properties:
Energy, hartree: -1338.02302
Kohn-Sham gap, eV: 8.5
Structure (SMILES): CC1(C)CCCC(C)(C)N1O.CC(C)O.CC(C)O.CC(C)O.CC(C)O.O
ΔE to the lowest compared entry with this formula, charge and spin, eV: 1.762
Maximum force, eV/A: 2.117
LUMO level, eV: 0.275

---

This record from the OMol25 dataset describes a 6-piece molecular cluster, C21H54BN2O17PS5 overall at a distorted geometry. The level of theory is wB97M-V/def2-TZVPD.

ORCA input file:
```
! RIJCOSX wB97M-V def2-TZVPD def2/J DEFGRID3
* xyz 0 1
C -0.299 1.142 1.146
C -0.580 1.947 -0.213
B -1.301 3.386 -0.010
O -0.851 4.517 -0.797
C -2.518 3.475 1.060
C -3.611 2.374 0.642
C -4.678 2.668 1.843
P -6.223 1.775 1.148
N -5.951 0.240 0.788
N -4.704 4.183 1.776
C -3.479 4.744 1.097
O -3.286 5.905 0.721
H 0.790 1.284 1.447
H -0.930 1.461 2.036
H -0.513 0.040 0.959
H 0.440 2.090 -0.723
H -1.253 1.358 -0.940
H -1.616 5.087 -1.028
H -2.284 3.250 2.150
H -4.209 2.761 -0.264
H -3.232 1.318 0.507
H -4.167 2.186 2.738
H -6.611 2.546 0.004
H -7.302 1.835 2.110
H -6.105 0.092 -0.226
H -4.464 4.432 2.758
O 3.675 7.195 1.685
S 2.702 8.245 1.832
O 2.103 8.552 3.104
O 1.529 8.030 0.743
C 0.854 6.769 0.709
C -0.146 6.642 1.843
C 3.365 9.738 1.150
H 1.572 5.944 0.720
H 0.322 6.720 -0.243
H 0.360 6.597 2.810
H -0.741 5.734 1.732
H -0.814 7.506 1.868
H 3.780 9.523 0.167
H 4.148 10.091 1.820
H 2.569 10.479 1.084
O 2.061 -4.289 1.223
S 1.899 -3.225 2.180
O 1.179 -2.021 1.863
O 3.346 -2.824 2.773
C 4.383 -2.468 1.853
C 4.191 -1.063 1.313
C 1.227 -3.900 3.673
H 4.449 -3.199 1.042
H 5.325 -2.513 2.405
H 3.303 -1.002 0.680
H 5.053 -0.760 0.714
H 4.055 -0.350 2.129
H 1.796 -4.788 3.946
H 0.187 -4.164 3.481
H 1.281 -3.145 4.456
O -1.104 -1.531 -0.689
S -1.613 -2.654 -1.430
O -1.788 -2.603 -2.858
O -2.995 -3.145 -0.753
C -4.039 -2.185 -0.574
C -4.755 -1.891 -1.879
C -0.651 -4.086 -1.035
H -3.648 -1.270 -0.120
H -4.749 -2.617 0.134
H -4.097 -1.377 -2.582
H -5.626 -1.256 -1.708
H -5.079 -2.817 -2.360
H -0.551 -4.158 0.046
H 0.329 -3.968 -1.496
H -1.148 -4.967 -1.441
O -4.082 -3.058 -6.350
S -5.044 -1.999 -6.213
O -5.641 -1.675 -4.944
O -6.220 -2.212 -7.301
C -6.906 -3.464 -7.323
C -7.908 -3.575 -6.189
C -4.366 -0.518 -6.906
H -6.195 -4.294 -7.305
H -7.438 -3.516 -8.276
H -7.404 -3.616 -5.222
H -8.511 -4.479 -6.294
H -8.570 -2.706 -6.172
H -3.952 -0.746 -7.887
H -3.579 -0.168 -6.238
H -5.154 0.230 -6.978
O 8.632 -6.159 1.834
S 8.474 -5.097 2.792
O 7.756 -3.891 2.476
O 9.926 -4.699 3.380
C 10.959 -4.346 2.458
C 10.772 -2.941 1.917
C 7.807 -5.771 4.286
H 11.020 -5.078 1.648
H 11.902 -4.395 3.008
H 9.882 -2.878 1.287
H 11.633 -2.641 1.316
H 10.640 -2.227 2.733
H 8.375 -6.660 4.557
H 6.766 -6.032 4.098
H 7.866 -5.016 5.070
*
```

Computed properties:
Energy, hartree: -4578.16754
Kohn-Sham gap, eV: 9.2
Structure (SMILES): CCB(O)[C@@H]1C[C@H]([PH2]=N)NC1=O.CCOS(C)(=O)=O.CCOS(C)(=O)=O.CCOS(C)(=O)=O.CCOS(C)(=O)=O.CCOS(C)(=O)=O
Maximum force, eV/A: 3.838
LUMO level, eV: 0.383